No. 1
Formula: C40H44N5O14PS
Source: OMol25
Level of theory: ωB97M-V/def2-TZVPD

Geometry as XYZ:
```
105
Properties=species:S:1:pos:R:3:lowdin_charge:R:1
C 0.5439 -2.3756 -1.6684 -0.07
C 0.7478 -1.0028 -2.3190 -0.40
C -0.1995 -0.8710 -3.5051 -0.08
C 0.6902 0.1769 -1.3434 -0.14
C -0.3971 0.1101 -0.2608 -0.31
C -1.7708 0.4560 -0.9082 -0.04
C -0.1375 1.1826 0.8021 -0.13
O 0.7730 0.7628 1.8422 -0.04
C 0.3632 -0.2968 2.5559 -0.37
O 0.3085 -0.1088 3.9795 0.12
C 0.0530 -1.3984 4.3666 -0.48
O -0.8505 -1.8072 5.0633 0.18
O 1.0223 -2.1724 3.7490 0.00
C 1.2812 -1.5550 2.5011 -0.38
P 3.0704 -1.3046 2.0966 0.43
S 3.6661 -2.6393 0.7956 0.11
H -0.5073 -2.6534 -1.7037 0.08
H 0.8451 -2.3602 -0.6273 0.03
H 1.0854 -3.1520 -2.1904 0.08
H 1.7516 -1.0094 -2.7371 0.13
H -1.2409 -0.9115 -3.2072 0.06
H -0.0134 -1.6933 -4.1887 0.08
H -0.0311 0.0426 -4.0689 0.08
H 0.4746 1.0602 -1.9289 0.09
H 1.6600 0.3708 -0.8889 0.12
H -0.5208 -0.8831 0.1545 0.11
H -1.6577 0.9447 -1.8633 0.07
H -2.3084 -0.4728 -1.0848 0.08
H -2.3952 1.0405 -0.2444 0.06
H -1.0492 1.5791 1.2382 0.12
H 0.3470 2.0169 0.3228 0.11
H -0.6203 -0.6831 2.2679 0.17
H 0.9171 -2.1488 1.6677 0.10
H 3.8176 -1.3123 3.2861 -0.01
H 3.1559 -0.0368 1.5078 -0.01
O -0.0438 -8.7725 6.6690 0.09
N 0.8285 -8.7398 5.8299 -0.34
O 1.3914 -9.7227 5.3854 0.04
C 1.2308 -7.4317 5.3013 -0.15
C 0.6254 -6.2910 5.7961 0.01
C 1.0181 -5.0578 5.3027 -0.05
C 2.0028 -4.9808 4.3269 -0.06
C 2.5952 -6.1370 3.8369 -0.05
C 2.2096 -7.3740 4.3253 -0.01
H -0.1412 -6.3565 6.5533 0.12
H 0.5555 -4.1566 5.6798 0.10
H 2.3106 -4.0226 3.9471 0.08
H 3.3586 -6.0721 3.0737 0.11
H 2.6696 -8.2752 3.9484 0.12
O -1.7153 4.1124 -0.2163 0.07
N -0.7937 4.2363 -0.9998 -0.31
O -0.1999 3.2948 -1.4899 0.07
C -0.3704 5.5893 -1.3673 -0.14
C -1.0103 6.6728 -0.7906 0.00
C -0.5916 7.9476 -1.1277 -0.05
C 0.4499 8.1211 -2.0316 -0.05
C 1.0758 7.0216 -2.6083 -0.06
C 0.6639 5.7446 -2.2737 0.01
H -1.8189 6.5378 -0.0889 0.09
H -1.0776 8.8046 -0.6821 0.11
H 0.7767 9.1204 -2.2884 0.11
H 1.8890 7.1429 -3.3208 0.07
H 1.1475 4.8868 -2.7177 0.12
O -3.4326 7.4709 1.4031 0.06
N -4.3100 7.2772 2.2216 -0.35
O -4.8739 8.1522 2.8400 0.09
C -4.7122 5.8866 2.4798 -0.14
C -4.0630 4.8635 1.8146 0.00
C -4.4323 3.5551 2.0771 -0.06
C -5.4411 3.2868 2.9924 -0.07
C -6.0879 4.3285 3.6449 -0.07
C -5.7236 5.6400 3.3902 0.00
H -3.2799 5.0686 1.1034 0.08
H -3.9290 2.7452 1.5671 0.10
H -5.7239 2.2630 3.1990 0.11
H -6.8750 4.1183 4.3553 0.11
H -6.2217 6.4527 3.8969 0.12
O -1.8199 -8.0664 -0.9760 0.07
N -0.8531 -8.1275 -0.2454 -0.36
O 0.1494 -7.4569 -0.3718 0.08
C -0.8998 -9.0829 0.8720 -0.15
C -2.0152 -9.8851 1.0235 -0.01
C -2.0473 -10.7959 2.0668 -0.06
C -0.9731 -10.8912 2.9421 -0.06
C 0.1368 -10.0725 2.7802 -0.06
C 0.1764 -9.1600 1.7367 0.00
H -2.8481 -9.8068 0.3413 0.12
H -2.9109 -11.4334 2.1959 0.11
H -0.9994 -11.6055 3.7544 0.11
H 0.9681 -10.1476 3.4646 0.08
H 1.0361 -8.5202 1.6040 0.11
O 1.1880 6.4605 -5.8880 0.10
N 2.3963 6.4338 -5.8330 -0.33
O 3.0377 6.3748 -4.7976 0.05
C 3.1438 6.4759 -7.0960 -0.14
C 2.4450 6.5768 -8.2848 0.00
C 3.1538 6.6360 -9.4727 -0.06
C 4.5416 6.5903 -9.4581 -0.07
C 5.2254 6.4802 -8.2546 -0.06
C 4.5249 6.4229 -7.0615 0.00
H 1.3660 6.6115 -8.2909 0.12
H 2.6234 6.7202 -10.4106 0.11
H 5.0922 6.6415 -10.3878 0.11
H 6.3055 6.4419 -8.2456 0.11
H 5.0519 6.3396 -6.1231 0.12
```

Calculated values
E: -3616.82459 Eh
SMILES string: CC(C)C[C@H](C)CO[C@@H]1OC(=O)O[C@@H]1[PH2]=S.O=[N+]([O-])c1ccccc1.O=[N+]([O-])c1ccccc1.O=[N+]([O-])c1ccccc1.O=[N+]([O-])c1ccccc1.O=[N+]([O-])c1ccccc1
Orbital gap: 8.0 eV
Charge: 0
E_LUMO: -0.941 eV

No. 2
Formula: C40H45AsBrCrOS3
Source: OMol25
Level of theory: ωB97M-V/def2-TZVPD

Geometry as XYZ:
```
92
Properties=species:S:1:pos:R:3:lowdin_charge:R:1
Cr 1.7671 0.7709 -0.3169 -0.06
C -4.9040 2.6392 4.3058 -0.05
C -3.4579 2.9188 4.7383 -0.56
C -3.1930 2.2172 6.0782 -0.05
C -3.3066 4.4252 4.9516 -0.08
C -2.4895 2.3950 3.6783 -0.19
C -1.5828 3.2029 3.0082 -0.10
C -0.7448 2.6567 2.0554 -0.58
Br 0.5022 3.8051 1.2072 0.78
C -0.7379 1.2942 1.6756 -0.41
O 0.0590 0.8441 0.7540 -0.31
C -1.6414 0.4583 2.4021 -0.08
C -2.4771 1.0434 3.3473 -0.01
C -1.8169 -1.0523 2.1470 -0.51
C -2.9830 -1.2405 1.1626 -0.03
C -0.5845 -1.7500 1.5633 -0.06
C -2.1539 -1.7995 3.4482 -0.07
H -5.6075 2.9992 5.0628 0.08
H -5.0763 1.5708 4.1644 0.07
H -5.1237 3.1412 3.3612 0.09
H -3.8826 2.5821 6.8457 0.08
H -2.1706 2.4072 6.4122 0.09
H -3.3219 1.1364 5.9938 0.07
H -4.0215 4.7623 5.7063 0.08
H -3.5012 4.9804 4.0316 0.09
H -2.3036 4.6807 5.2994 0.08
H -1.5053 4.2619 3.2105 0.09
H -3.1772 0.4020 3.8674 0.09
H -2.7617 -0.7563 0.2127 0.07
H -3.9002 -0.8015 1.5639 0.09
H -3.1595 -2.3047 0.9727 0.09
H -0.2982 -1.3203 0.6115 0.03
H -0.8134 -2.8103 1.4189 0.09
H 0.2799 -1.6801 2.2347 0.08
H -3.1518 -1.5709 3.8248 0.07
H -1.4296 -1.5664 4.2324 0.09
H -2.1223 -2.8761 3.2618 0.08
S 3.8205 -0.1087 -1.1753 0.54
C 4.2964 1.0772 -2.3959 -0.67
C 5.4213 0.8080 -3.1815 -0.16
C 5.8482 1.6865 -4.1663 -0.13
C 5.1396 2.8619 -4.3778 -0.13
C 4.0217 3.1368 -3.6071 -0.15
C 3.5714 2.2631 -2.6107 -0.69
S 2.1467 2.7114 -1.6702 0.50
H 5.9602 -0.1158 -3.0035 0.09
H 6.7236 1.4525 -4.7613 0.08
H 5.4541 3.5627 -5.1428 0.09
H 3.4626 4.0513 -3.7690 0.09
C 3.9476 -0.7356 2.2327 -0.40
S 3.0411 0.8009 1.9823 0.77
C 1.9796 0.7475 3.4343 -0.37
H 4.6064 -0.6505 3.0972 0.04
H 4.5362 -0.8983 1.3324 -0.02
H 3.2516 -1.5641 2.3771 0.04
H 1.3305 -0.1289 3.4143 0.03
H 1.3574 1.6420 3.4163 0.03
H 2.5912 0.7488 4.3366 0.04
C 2.3137 -0.3290 -6.3601 -0.10
C 3.0265 -1.1051 -5.4545 -0.08
C 2.5163 -1.3427 -4.1879 -0.13
C 1.2815 -0.8083 -3.8180 -0.36
C 0.5761 -0.0290 -4.7238 -0.09
C 1.0900 0.2077 -5.9931 -0.09
As 0.6817 -1.0472 -1.9789 1.32
C -1.2471 -0.8929 -2.2321 -0.37
C -1.7490 0.4002 -2.0905 -0.13
C -3.1025 0.6518 -2.2707 -0.08
C -3.9673 -0.3904 -2.5714 -0.10
C -3.4762 -1.6836 -2.6914 -0.09
C -2.1192 -1.9337 -2.5263 -0.09
C 0.9651 -2.9662 -1.7957 -0.36
C 0.6643 -3.8789 -2.8028 -0.12
C 0.9061 -5.2326 -2.6186 -0.09
C 1.4665 -5.6839 -1.4309 -0.10
C 1.7932 -4.7799 -0.4316 -0.08
C 1.5448 -3.4259 -0.6163 -0.11
H 2.7197 -0.1328 -7.3449 0.10
H 3.9931 -1.5099 -5.7276 0.10
H 3.0906 -1.9152 -3.4709 0.09
H -0.3763 0.4042 -4.4416 0.09
H 0.5349 0.8247 -6.6890 0.10
H -1.0781 1.2082 -1.8172 0.10
H -3.4821 1.6593 -2.1557 0.10
H -5.0255 -0.1975 -2.6992 0.10
H -4.1515 -2.5020 -2.9095 0.10
H -1.7483 -2.9464 -2.6081 0.09
H 0.2608 -3.5239 -3.7437 0.11
H 0.6672 -5.9367 -3.4065 0.10
H 1.6600 -6.7404 -1.2914 0.10
H 2.2475 -5.1267 0.4880 0.10
H 1.8083 -2.7109 0.1552 0.09
```

Calculated values
E: -8675.45403 Eh
Multiplicity: 5
Orbital gap (spin up / spin down): 5.9 / 6.3 eV
⟨S²⟩: 6.027
Charge: -1
E_LUMO (spin up / spin down): 2.367 / 2.360 eV
Energy above the lowest of the compared OMol25 structures with the same formula, charge and spin: 7.7 kcal per mole